Record 1
85
Properties=species:S:1:pos:R:3:forces:R:3 method="wB97M-V/def2-TZVPD" fmax_ev_per_a=8.201 total_charge=+3 e_tot_ev=-271864.8291 e_lumo_ev=-13.78 e_homo_ev=-15.06
C 0.3272 -1.3497 -2.7808 -0.3 -2.5 0.5
C 0.6500 -2.6515 -2.1446 -3.2 1.1 -2.2
C -0.4061 -3.6395 -2.3584 1.0 0.5 0.2
C -1.6604 -3.4183 -3.0644 1.3 0.3 0.8
Ga -3.1156 -4.8630 -3.2365 1.1 -0.8 0.5
C -4.8228 -3.7633 -3.5867 -2.0 1.9 2.9
C -5.3567 -3.3958 -2.0687 -1.4 -0.6 -1.4
C -6.1731 -1.9696 -1.9836 -2.8 -2.7 0.8
O -6.7767 -3.4132 -1.8939 4.0 0.4 0.3
N -1.9102 -2.1806 -3.6450 0.8 -0.2 2.8
C -0.9153 -1.2549 -3.4862 1.4 2.0 0.1
H 1.0352 -0.4961 -2.7267 -0.7 -0.7 -0.2
H 1.5878 -2.8414 -1.5888 -0.8 0.1 -0.4
H -0.2441 -4.6536 -1.9261 -0.2 0.9 -0.4
H -3.2391 -5.5732 -1.7902 -0.1 0.4 -0.1
H -2.7814 -5.9872 -4.3103 -0.2 0.4 -0.2
H -4.5932 -2.7337 -3.9891 0.2 -1.2 -0.7
H -5.6581 -4.2861 -4.1023 0.6 0.5 0.2
H -4.6815 -3.6662 -1.1825 -1.3 0.3 -1.0
H -6.5504 -1.6515 -0.9831 1.1 0.6 -0.8
H -6.7982 -1.6986 -2.8623 1.7 0.9 0.2
H -1.0984 -0.2703 -3.9886 0.0 -0.9 0.4
Al -3.5064 -1.3135 -2.2082 -0.5 -0.7 -3.8
O -0.1417 -2.0142 1.3291 -0.1 0.2 -0.2
H 0.3628 -2.2490 0.5420 0.0 0.0 0.1
H -0.0468 -1.0546 1.3902 0.0 0.0 0.0
Br -4.5991 -0.5564 -4.7580 0.6 0.2 1.6
C -0.8752 3.8076 0.5506 0.4 -0.1 0.0
C -1.6706 3.4737 -0.6963 -0.4 0.1 -0.2
C -1.1317 2.0984 -1.0507 0.4 0.0 0.0
O -0.7541 1.4687 0.1815 -0.1 0.1 -0.1
C -0.7644 2.4519 1.2294 -0.1 -0.1 0.2
H -1.3448 4.5613 1.1812 0.0 -0.1 0.0
H 0.1182 4.1672 0.2705 -0.1 0.0 0.0
H -2.7366 3.4086 -0.4508 0.0 -0.1 0.0
H -1.5499 4.1980 -1.5019 0.1 -0.1 0.0
H -0.2379 2.1751 -1.6776 -0.1 0.1 -0.1
H -1.8690 1.4736 -1.5709 0.0 -0.1 0.0
H -1.6321 2.2543 1.8697 0.0 0.0 0.1
H 0.1397 2.3551 1.8317 0.0 -0.1 -0.1
C -3.4674 6.3011 2.3896 0.9 0.3 -0.4
Cl -3.4883 6.2644 0.6279 -0.3 0.0 0.2
Cl -3.7623 4.6771 3.0675 0.2 -0.1 0.1
H -2.4973 6.6547 2.7308 -0.1 -0.1 0.1
H -4.2483 6.9836 2.7411 0.2 0.2 0.1
C -1.6949 -1.4099 7.2107 -0.5 -0.1 0.3
O -0.9354 -1.0475 6.0405 1.7 -1.2 2.7
P 0.6094 -0.4367 6.3577 1.1 4.9 -6.5
O 0.1695 1.0091 6.2405 -0.3 -0.4 0.9
O 1.1608 -0.9854 4.9280 -0.1 -0.8 1.2
C 0.8236 -2.3127 4.4925 -0.2 -0.2 -0.4
O 2.1538 -0.0432 6.8639 -2.2 -2.2 1.8
C 3.0077 -1.1430 7.2482 0.6 -0.3 0.0
H -2.6783 -1.7485 6.8926 0.1 0.1 -0.1
H -1.1951 -2.2234 7.7393 -0.1 0.0 0.0
H -1.8063 -0.5501 7.8755 0.0 0.0 0.0
H -0.0413 -2.2614 3.8334 0.0 -0.1 0.1
H 0.6082 -2.9719 5.3337 0.0 0.0 -0.1
H 1.6649 -2.7215 3.9338 0.0 0.2 0.1
H 3.4052 -1.6325 6.3578 -0.1 0.0 0.0
H 2.4621 -1.8649 7.8551 0.2 0.0 0.1
H 3.8338 -0.7464 7.8339 -0.1 0.1 0.0
N 6.1396 -2.2591 -2.5611 -0.2 0.1 0.7
S 6.9520 -3.6162 -2.4240 5.0 -2.2 -0.5
O 6.8599 -4.5236 -3.5220 -1.1 0.6 0.2
O 7.0165 -4.1860 -1.1149 -1.3 0.7 -0.1
F 8.3969 -3.0469 -2.6006 -1.0 0.6 0.0
S 4.5730 -2.4885 -2.5052 -4.6 -0.4 -1.2
O 3.8206 -1.3591 -2.9434 1.0 0.2 0.4
O 4.0437 -3.1588 -1.3578 1.3 0.3 0.3
F 4.3077 -3.5125 -3.6661 0.7 0.1 0.3
Al -6.0377 5.6843 2.3705 -1.0 -0.1 -0.2
C 1.8500 5.4180 -1.5765 0.1 0.2 -0.1
O 0.8257 5.1968 -2.2093 -0.1 -0.2 0.2
N 2.9458 4.6138 -1.6552 0.1 -0.4 -0.1
N 1.9793 6.4833 -0.7413 -0.2 0.1 0.2
H 3.7945 4.7733 -1.1444 0.0 0.1 0.0
H 2.8863 3.8183 -2.2654 0.1 0.1 0.0
H 1.1905 7.1000 -0.6593 0.1 0.0 -0.1
H 2.8097 6.6826 -0.2144 0.0 0.0 -0.1
C 5.4278 1.2378 -5.0093 0.1 0.3 0.0
Cl 4.2067 1.3448 -3.7314 0.1 0.2 -0.1
Cl 6.2366 -0.3336 -4.9973 0.0 -0.1 -0.1
H 4.9426 1.3743 -5.9733 0.0 -0.2 0.1
H 6.1688 2.0176 -4.8544 0.0 -0.1 0.1

Record 2
14
Properties=species:S:1:pos:R:3:forces:R:3 method="wB97M-V/def2-TZVPD" spin_multiplicity=3 fmax_ev_per_a=2.083 s_squared=2.006 total_charge=+1 e_tot_ev=-9276.8257 e_lumo_ev="-4.16 / -5.23" e_homo_ev="-10.15 / -15.95" de_lowest_ev=1.6597
C -0.6809 1.5739 -0.0370 2.0 0.2 -0.5
C -2.4865 -0.0288 -0.0445 -0.3 0.7 0.1
C -1.3232 -0.6719 0.6542 -0.8 -0.9 0.2
C -0.0953 0.1768 0.3557 -0.7 1.3 0.2
N -0.3246 2.7284 -0.0169 0.0 -0.2 -0.1
N 0.5838 -0.3110 -0.8940 0.1 0.1 -0.3
O -3.5893 -0.2144 -0.3621 -0.6 -1.2 0.1
H -1.5591 -0.6320 1.7231 0.1 0.0 -0.1
H -1.2247 -1.7252 0.3759 0.2 -0.2 0.1
H 0.6423 0.1967 1.1665 -0.1 0.0 -0.2
H 0.5256 3.1477 0.3490 0.1 0.2 0.5
H 1.3274 0.3458 -1.1675 -0.2 -0.2 0.0
H -0.1143 -0.3331 -1.6551 0.3 0.0 0.1
H 0.9951 -1.2485 -0.7814 -0.2 0.2 0.0

Record 3
55
Properties=species:S:1:pos:R:3:forces:R:3 method="wB97M-V/def2-TZVPD" spin_multiplicity=4 fmax_ev_per_a=4.625 s_squared=3.771 total_charge=-1 e_tot_ev=-55576.9867 e_lumo_ev="2.77 / 2.74" e_homo_ev="-1.88 / -2.82"
C -3.2010 1.1442 0.8320 -0.1 0.6 -1.1
C -2.0344 1.8201 0.4065 -0.6 -0.1 -0.1
C -1.4624 1.0900 -0.6597 0.3 0.0 -0.1
H -1.6428 2.7254 0.8347 0.1 0.1 0.1
C -2.2966 -0.0187 -0.9121 0.2 -0.4 -0.1
C -3.3645 0.0173 0.0013 -0.5 0.0 -0.2
H -2.1124 -0.7936 -1.6336 -0.1 -0.1 -0.3
C -0.9113 -0.3062 3.5686 1.6 0.2 1.6
C -0.8334 1.0393 3.1722 0.5 -0.3 0.6
C 0.2443 1.1644 2.2691 0.4 -0.3 -0.1
H -1.4976 1.8304 3.4769 -0.1 0.0 -0.1
C 0.8428 -0.1003 2.0850 0.0 0.5 -0.2
C 0.1165 -1.0056 2.9029 -0.3 -0.6 0.4
H -0.5666 1.3427 -1.2008 0.1 0.1 -0.1
H -4.1270 -0.7355 0.1003 -0.1 0.0 0.0
H -3.8533 1.4447 1.6345 0.1 -0.1 0.0
H 0.2858 -2.0641 2.9772 0.1 -0.2 0.1
H 0.5421 2.0727 1.7772 0.1 0.1 -0.1
H -1.6443 -0.7374 4.2297 0.6 0.1 0.3
V -1.3640 -0.2540 1.2615 0.1 2.2 -0.6
C 2.0625 -0.4333 1.2517 -0.2 -0.2 0.3
C 2.9774 -1.3321 2.0910 0.2 0.0 -0.1
C 2.8074 0.8382 0.8580 0.0 -0.1 -0.1
H 3.2495 -0.8289 3.0179 -0.1 0.1 0.1
H 3.8813 -1.5715 1.5407 0.1 -0.1 0.0
H 2.4768 -2.2626 2.3545 0.0 -0.1 0.0
H 3.1545 1.3751 1.7392 0.0 0.0 0.1
H 2.1662 1.5069 0.2842 -0.1 0.1 -0.1
H 3.6726 0.5897 0.2533 0.2 -0.1 -0.2
C 1.5640 -1.1645 -0.0016 0.3 0.1 -0.3
C 2.5908 -1.7290 -0.9595 0.3 0.1 0.4
H 0.9233 -0.4820 -0.5671 0.0 0.1 0.1
H 0.9034 -1.9792 0.2928 -0.1 -0.2 0.1
O 3.7681 -1.9404 -0.6882 -0.4 0.0 -0.4
N 2.1064 -2.0193 -2.2028 0.1 -0.1 -0.3
C 0.8122 -1.6715 -2.7430 0.0 -0.1 0.1
H 2.8173 -2.3306 -2.8458 0.0 0.0 0.0
C 0.6833 -0.2688 -3.2928 0.0 0.2 -0.1
C -0.5074 0.0982 -3.9175 0.1 0.0 0.0
H -1.3176 -0.6175 -3.9841 0.0 0.0 0.0
C -0.6696 1.3702 -4.4402 0.0 0.0 0.0
H -1.6004 1.6386 -4.9219 0.0 0.0 0.0
C 0.3554 2.3031 -4.3367 0.0 -0.1 0.0
H 0.2276 3.2988 -4.7394 0.0 0.0 0.0
C 1.5381 1.9494 -3.7075 0.0 0.0 0.0
H 2.3416 2.6686 -3.6196 0.0 0.0 0.0
C 1.7018 0.6695 -3.1913 0.0 -0.1 0.0
H 2.6325 0.3999 -2.7114 0.0 0.0 0.1
H 0.0462 -1.8213 -1.9837 0.0 0.0 0.1
H 0.5844 -2.3861 -3.5343 0.0 0.0 -0.1
C -3.8524 -0.7172 3.5614 1.5 0.2 -1.9
O -2.8192 -0.5249 2.6065 -4.1 -1.7 1.4
H -3.8287 0.0968 4.3158 -0.2 -0.3 0.1
H -3.7360 -1.7052 4.0542 -0.3 0.3 0.2
H -4.8332 -0.6927 3.0436 0.0 -0.1 0.4

Record 4
9
Properties=species:S:1:pos:R:3:forces:R:3 method="wB97M-V/def2-TZVPD" fmax_ev_per_a=0.657 total_charge=-1 e_tot_ev=-6250.3599 e_lumo_ev=4.66 e_homo_ev=-2.68 de_lowest_ev=0.7788
O -0.7522 -1.8986 -1.3181 0.5 0.4 -0.2
H -0.5048 -1.3932 -2.1043 -0.2 -0.2 0.1
O 0.3798 -0.4564 0.6262 0.1 -0.2 -0.2
C -0.0410 0.7416 0.4910 -0.3 0.1 -0.2
C 0.6412 1.9144 0.6302 -0.5 0.0 0.2
H -1.1106 0.8622 0.1910 0.1 0.0 0.0
H 1.6574 1.8758 0.9865 0.3 0.2 0.0
H 0.0853 2.8515 0.5809 0.3 -0.1 0.0
H -0.2518 -1.3885 -0.6028 -0.4 -0.2 0.3

Record 5
17
Properties=species:S:1:pos:R:3:forces:R:3 method="wB97M-V/def2-TZVPD" fmax_ev_per_a=1.488 total_charge=0 e_tot_ev=-10807.1702 e_lumo_ev=0.71 e_homo_ev=-8.01 de_lowest_ev=5.2916
C 0.3887 1.2683 -0.5120 0.6 -0.4 -0.2
C -0.4588 -0.7848 0.9497 0.1 0.3 0.9
C 0.5822 -0.8060 0.1652 -0.3 1.3 -0.6
N -1.0310 -1.6899 1.8080 -0.1 0.0 -0.1
N 1.3940 -1.3365 -0.7207 -0.1 -0.3 0.0
N 0.1895 0.9326 -1.9238 -0.2 0.0 -0.2
C -0.9493 0.6558 0.9315 -0.6 -0.6 0.8
O -0.9403 1.3301 1.9752 0.3 -0.3 -0.9
H -1.4189 -1.2421 2.6301 0.0 -0.1 -0.1
H -0.5130 -2.5334 2.0032 -0.1 0.1 0.0
H 1.0065 -1.3669 -1.6672 0.6 0.1 0.3
H 2.3909 -1.1843 -0.6142 -0.3 -0.1 -0.2
H 0.4122 1.7067 -2.5442 0.1 -0.1 0.2
H -0.7855 0.7223 -2.1186 0.0 0.0 0.2
H -1.7366 0.7636 0.1588 0.2 0.2 0.0
H 1.4536 1.3041 -0.2739 0.1 -0.1 -0.1
H 0.0158 2.2606 -0.2471 -0.2 -0.2 0.2

Record 6
19
Properties=species:S:1:pos:R:3:forces:R:3 method="wB97M-V/def2-TZVPD" fmax_ev_per_a=2.890 total_charge=+1 e_tot_ev=-27495.3155 e_lumo_ev=-3.48 e_homo_ev=-13.22 smiles=CS[C@@H]([NH3+])[C@@H](C)S de_lowest_ev=1.6673
C -1.0478 -1.7286 -0.7330 -1.7 -0.5 -1.3
C 2.8756 -0.0701 0.5624 0.0 2.8 -0.4
C -1.1495 -0.2435 -0.6474 0.5 0.3 0.9
C 0.1187 0.3669 0.0830 -0.3 0.0 -0.8
N -0.2535 1.9005 0.2027 0.0 -0.3 2.6
S -2.6847 0.1691 0.2991 0.1 0.9 0.1
S 1.7416 0.3198 -0.8184 -1.5 -0.3 0.4
H -2.1262 -2.0452 -1.0438 2.2 -0.2 0.8
H -0.3395 -2.1086 -1.4765 -0.1 0.3 0.1
H -0.7206 -2.0171 0.2450 -0.3 -1.1 0.6
H 3.0790 -1.1359 0.4850 0.8 0.4 0.3
H 2.3290 0.2150 1.4914 0.7 -0.4 -0.5
H 3.6659 0.7898 0.3592 -0.9 -2.6 0.8
H -1.3979 0.1812 -1.5995 0.6 0.5 -0.7
H 0.2232 -0.1686 1.1025 -0.3 1.5 -1.4
H 0.2601 2.3456 1.0510 -0.6 -0.5 -2.3
H -1.2400 1.8411 0.5753 0.6 0.6 -0.7
H -0.1622 2.4187 -0.7219 0.0 -0.7 1.6
H -3.1711 -1.0299 0.5837 0.2 -0.4 0.2

Record 7
12
Properties=species:S:1:pos:R:3:forces:R:3 method="wB97M-V/def2-TZVPD" fmax_ev_per_a=0.556 total_charge=0 e_tot_ev=-7327.4492 e_lumo_ev=0.94 e_homo_ev=-9.87 smiles="C#C[C@@H](C)C=O" de_lowest_ev=1.8353
C -0.3512 -1.3851 0.2580 0.0 -0.1 0.0
C -0.2874 0.1364 0.3906 0.0 -0.1 0.0
C 1.0207 0.6044 1.0272 0.3 -0.2 0.1
O 1.9520 -0.1237 1.2562 -0.5 0.3 -0.1
C -0.3907 0.8028 -0.9151 0.0 0.2 -0.5
C -0.4003 1.3103 -2.0070 0.0 -0.2 0.4
H -1.3307 -1.6902 -0.1197 0.1 0.1 0.0
H 0.4164 -1.7347 -0.4363 -0.1 0.0 0.1
H -0.1763 -1.8591 1.2276 0.0 0.1 -0.1
H -1.1007 0.5005 1.0365 0.1 0.0 -0.1
H 1.0623 1.6879 1.2620 0.0 -0.1 -0.1
H -0.4141 1.7503 -2.9799 0.0 -0.1 0.2

Record 8
79
Properties=species:S:1:pos:R:3:forces:R:3 method="wB97M-V/def2-TZVPD" fmax_ev_per_a=12.277 total_charge=0 e_tot_ev=-56646.2717 e_lumo_ev=-0.19 e_homo_ev=-7.22 de_lowest_ev=17.9561
C 29.9931 -29.9362 -5.1238 0.4 -0.9 -0.5
O 29.1169 -30.9989 -4.8702 5.7 9.3 2.6
H 29.6127 -29.2755 -5.9028 0.1 -0.2 0.2
H 30.1287 -29.3666 -4.2044 0.4 -1.3 -1.9
H 30.9373 -30.3815 -5.4374 -0.9 -0.2 -0.3
H 28.2031 -30.7234 -4.9734 1.3 0.5 -0.1
C 26.7666 -29.1805 -5.2414 -1.3 2.8 1.0
O 27.4168 -30.3585 -5.5539 -8.8 5.1 -6.8
H 25.9100 -28.8790 -5.8443 0.1 -0.5 -0.5
H 26.3772 -29.1549 -4.2237 -0.3 -0.8 0.0
H 27.4780 -28.3549 -5.2248 -0.4 -0.3 -0.4
H 27.7103 -30.2980 -6.4659 0.5 -0.4 -0.6
C 30.1298 -27.8684 -7.7780 0.5 0.4 -0.6
O 29.8760 -27.2946 -9.0309 0.0 0.4 -1.2
H 30.0422 -27.0962 -7.0137 0.8 -0.5 -0.8
H 29.3802 -28.6410 -7.6074 0.4 -0.2 0.2
H 31.1482 -28.2549 -7.8168 -0.1 -0.4 0.1
H 28.9336 -27.1245 -9.0985 0.0 0.0 0.0
C 29.9324 -32.8172 -3.1835 1.6 0.9 -0.5
O 30.0783 -32.6892 -4.5786 6.9 -8.2 4.1
H 28.9185 -32.6574 -2.8166 0.6 -0.2 0.0
H 30.2768 -33.7967 -2.8517 -0.2 -0.2 -0.1
H 30.6274 -32.0973 -2.7513 -0.5 -0.4 0.4
H 29.6897 -31.8783 -4.9148 3.3 -0.9 2.7
C 28.4906 -29.6722 -2.6592 -0.7 0.9 0.1
N 28.0145 -30.7445 -1.7596 -0.4 -1.7 0.5
O 28.5467 -30.8303 -0.6728 0.1 0.3 -0.2
O 27.2140 -31.5975 -2.2171 3.0 4.9 7.6
H 28.3792 -28.6836 -2.2138 -0.3 -0.6 0.7
H 27.9155 -29.6190 -3.5836 0.5 -0.4 1.2
H 29.5476 -29.7816 -2.9019 -0.7 -0.9 0.8
C 27.0323 -32.1510 -4.1102 -4.9 -0.3 -2.0
O 27.6230 -33.3841 -4.1842 -2.4 -3.8 1.7
C 26.8113 -34.4824 -4.3909 -3.2 1.0 1.8
O 25.5720 -34.4889 -4.2431 3.1 0.3 -0.9
O 27.5329 -35.5640 -4.6296 1.4 0.8 -1.0
C 26.8853 -36.7501 -5.0559 -2.0 -0.6 1.3
H 26.3928 -31.8578 -4.9427 -0.2 -1.6 -0.6
H 27.7580 -31.3385 -4.1464 -1.9 -3.6 3.0
H 26.3555 -32.1297 -3.2560 -0.9 -1.0 -2.8
H 26.4073 -37.1141 -4.1465 0.2 -0.6 0.1
H 27.5252 -37.5255 -5.4772 0.5 0.7 0.1
H 26.0008 -36.6100 -5.6772 0.4 0.6 -0.5
C 31.3904 -30.7652 0.0259 0.5 1.0 1.4
O 31.4549 -30.8735 -1.3947 -0.9 -1.5 1.2
C 31.9554 -29.9209 -2.0981 1.6 2.0 0.4
O 32.3057 -28.8298 -1.6256 0.9 -2.3 -1.0
O 31.9603 -30.2924 -3.3926 0.5 -0.2 1.3
C 32.4886 -29.3625 -4.2962 1.4 1.9 -0.4
H 30.7536 -31.4989 0.5201 0.1 -0.5 -1.0
H 30.9962 -29.8238 0.4085 -0.1 0.3 -0.7
H 32.3910 -30.7987 0.4570 0.1 -0.3 -0.3
H 32.0340 -28.3850 -4.1357 -0.2 -0.1 -0.3
H 32.3402 -29.6797 -5.3284 0.3 0.0 0.6
H 33.5437 -29.1301 -4.1516 0.2 -0.6 0.3
C 28.5644 -32.9974 -6.1423 -0.5 -1.3 -2.4
O 29.3983 -33.4340 -7.2175 1.6 -0.7 -2.5
C 29.7420 -32.6104 -8.2072 -1.9 0.7 0.8
O 29.3167 -31.4727 -8.2677 0.0 0.9 0.1
O 30.4804 -33.1385 -9.1798 0.0 -0.9 -0.2
C 30.6576 -32.4380 -10.4391 0.2 0.4 0.4
H 27.5505 -32.7461 -6.4537 -0.2 -0.2 -1.0
H 29.0355 -32.1795 -5.5971 -3.8 -3.2 -5.2
H 28.5207 -33.8106 -5.4178 1.3 0.3 -2.8
H 29.8906 -31.7172 -10.7225 -0.4 -0.2 0.7
H 30.7107 -33.1741 -11.2412 0.1 -0.2 0.4
H 31.5853 -31.8692 -10.3764 0.1 -0.2 -0.1
C 28.5749 -24.5863 -4.7851 0.1 -1.3 -0.4
O 29.0333 -25.7614 -4.0461 0.1 0.0 0.7
C 29.1659 -26.9528 -4.6420 1.4 0.4 1.4
O 28.9108 -27.2378 -5.7838 -1.3 0.9 2.5
O 29.7638 -27.8705 -3.7730 -2.0 3.2 -1.3
C 30.2889 -27.4644 -2.5113 -0.3 1.4 -0.3
H 28.5623 -23.6928 -4.1609 0.3 -0.5 0.4
H 27.5540 -24.8106 -5.0943 0.2 0.3 -0.5
H 29.2992 -24.4794 -5.5925 -0.5 0.3 -0.3
H 31.0641 -26.7697 -2.8345 0.1 0.3 1.2
H 30.7384 -28.3041 -1.9811 -0.8 0.8 -0.7
H 29.4851 -27.0628 -1.8943 0.3 0.6 0.0

Please write out number 3 again, unchanged.
55
Properties=species:S:1:pos:R:3:forces:R:3 method="wB97M-V/def2-TZVPD" spin_multiplicity=4 fmax_ev_per_a=4.625 s_squared=3.771 total_charge=-1 e_tot_ev=-55576.9867 e_lumo_ev="2.77 / 2.74" e_homo_ev="-1.88 / -2.82"
C -3.2010 1.1442 0.8320 -0.1 0.6 -1.1
C -2.0344 1.8201 0.4065 -0.6 -0.1 -0.1
C -1.4624 1.0900 -0.6597 0.3 0.0 -0.1
H -1.6428 2.7254 0.8347 0.1 0.1 0.1
C -2.2966 -0.0187 -0.9121 0.2 -0.4 -0.1
C -3.3645 0.0173 0.0013 -0.5 0.0 -0.2
H -2.1124 -0.7936 -1.6336 -0.1 -0.1 -0.3
C -0.9113 -0.3062 3.5686 1.6 0.2 1.6
C -0.8334 1.0393 3.1722 0.5 -0.3 0.6
C 0.2443 1.1644 2.2691 0.4 -0.3 -0.1
H -1.4976 1.8304 3.4769 -0.1 0.0 -0.1
C 0.8428 -0.1003 2.0850 0.0 0.5 -0.2
C 0.1165 -1.0056 2.9029 -0.3 -0.6 0.4
H -0.5666 1.3427 -1.2008 0.1 0.1 -0.1
H -4.1270 -0.7355 0.1003 -0.1 0.0 0.0
H -3.8533 1.4447 1.6345 0.1 -0.1 0.0
H 0.2858 -2.0641 2.9772 0.1 -0.2 0.1
H 0.5421 2.0727 1.7772 0.1 0.1 -0.1
H -1.6443 -0.7374 4.2297 0.6 0.1 0.3
V -1.3640 -0.2540 1.2615 0.1 2.2 -0.6
C 2.0625 -0.4333 1.2517 -0.2 -0.2 0.3
C 2.9774 -1.3321 2.0910 0.2 0.0 -0.1
C 2.8074 0.8382 0.8580 0.0 -0.1 -0.1
H 3.2495 -0.8289 3.0179 -0.1 0.1 0.1
H 3.8813 -1.5715 1.5407 0.1 -0.1 0.0
H 2.4768 -2.2626 2.3545 0.0 -0.1 0.0
H 3.1545 1.3751 1.7392 0.0 0.0 0.1
H 2.1662 1.5069 0.2842 -0.1 0.1 -0.1
H 3.6726 0.5897 0.2533 0.2 -0.1 -0.2
C 1.5640 -1.1645 -0.0016 0.3 0.1 -0.3
C 2.5908 -1.7290 -0.9595 0.3 0.1 0.4
H 0.9233 -0.4820 -0.5671 0.0 0.1 0.1
H 0.9034 -1.9792 0.2928 -0.1 -0.2 0.1
O 3.7681 -1.9404 -0.6882 -0.4 0.0 -0.4
N 2.1064 -2.0193 -2.2028 0.1 -0.1 -0.3
C 0.8122 -1.6715 -2.7430 0.0 -0.1 0.1
H 2.8173 -2.3306 -2.8458 0.0 0.0 0.0
C 0.6833 -0.2688 -3.2928 0.0 0.2 -0.1
C -0.5074 0.0982 -3.9175 0.1 0.0 0.0
H -1.3176 -0.6175 -3.9841 0.0 0.0 0.0
C -0.6696 1.3702 -4.4402 0.0 0.0 0.0
H -1.6004 1.6386 -4.9219 0.0 0.0 0.0
C 0.3554 2.3031 -4.3367 0.0 -0.1 0.0
H 0.2276 3.2988 -4.7394 0.0 0.0 0.0
C 1.5381 1.9494 -3.7075 0.0 0.0 0.0
H 2.3416 2.6686 -3.6196 0.0 0.0 0.0
C 1.7018 0.6695 -3.1913 0.0 -0.1 0.0
H 2.6325 0.3999 -2.7114 0.0 0.0 0.1
H 0.0462 -1.8213 -1.9837 0.0 0.0 0.1
H 0.5844 -2.3861 -3.5343 0.0 0.0 -0.1
C -3.8524 -0.7172 3.5614 1.5 0.2 -1.9
O -2.8192 -0.5249 2.6065 -4.1 -1.7 1.4
H -3.8287 0.0968 4.3158 -0.2 -0.3 0.1
H -3.7360 -1.7052 4.0542 -0.3 0.3 0.2
H -4.8332 -0.6927 3.0436 0.0 -0.1 0.4